# 1
The following is a DFT calculation (ωB97M-V/def2-TZVPD) of a molecular structure, C12H58AsF6FeN2O18 in a non-equilibrium geometry.

Calculated values
Orbital gap (alpha / beta) in eV: 9.7765 / 7.8208
F_max in eV Å⁻¹: 3.7
Total energy in eV: -164743.219
LUMO level (alpha / beta) in Ha: -0.1625 / -0.2344
Expectation value of S²: 8.756

Geometry as ORCA input:
```
! wB97M-V def2-TZVPD RIJCOSX def2/J DEFGRID3
* xyz 2 6
Fe 0.030 -0.343 1.072
As -0.321 1.936 -4.317
F 0.303 1.135 -2.849
F 1.169 2.681 -4.469
F -1.101 2.622 -5.687
F -1.890 1.117 -3.943
F -0.773 3.180 -3.229
F 0.194 0.506 -5.228
O -1.948 -0.397 1.923
H -1.878 -0.868 2.787
H -2.854 0.123 1.798
O 1.883 -0.326 0.741
H 2.540 1.301 -0.174
H 2.385 -0.902 0.153
O -2.308 0.016 -1.760
H -2.564 0.493 -2.563
H -3.076 -0.228 -1.219
O -0.311 -1.701 -0.369
H 0.213 -1.740 -1.199
H -1.191 -2.062 -0.569
O 0.828 -1.819 4.948
H 1.322 -2.558 5.325
H 0.847 -1.066 5.600
O -0.681 1.125 -0.196
H -1.185 0.617 -0.928
H -0.474 2.045 -0.389
O 0.210 4.195 -0.976
H 0.221 5.149 -0.750
H -0.210 4.149 -1.871
O 0.239 -2.053 2.273
H 0.717 -2.004 3.166
H 0.861 -2.608 1.719
O -2.252 -1.427 5.127
H -2.918 -2.048 5.484
H -1.432 -1.955 5.138
O 0.915 -1.549 -2.668
H 0.505 -2.224 -3.269
H 0.666 -0.711 -3.083
O 0.610 1.022 2.610
H 0.318 0.934 3.501
H 1.592 1.258 2.670
O 1.469 -3.691 0.564
H 1.904 -3.569 -0.303
H 1.906 -4.474 0.909
O 3.587 -1.925 -1.183
H 4.510 -1.690 -1.203
H 3.188 -1.390 -1.873
O -0.396 0.678 5.304
H -0.446 1.234 6.080
H -1.159 0.108 5.367
C -1.959 -4.284 -2.571
O -2.380 -3.358 -1.582
C -3.649 -3.711 -1.040
C -4.142 -2.823 0.060
N -4.452 -1.407 -0.278
C -5.200 -0.822 0.865
C -5.221 0.679 0.910
O -3.837 1.047 1.242
C -3.756 2.476 1.098
H -1.618 -5.240 -2.118
H -1.163 -3.833 -3.182
H -2.754 -4.454 -3.313
H -3.561 -4.728 -0.598
H -4.417 -3.761 -1.886
H -3.334 -2.805 0.847
H -5.079 -3.268 0.357
H -5.087 -1.422 -1.095
H -4.670 -1.204 1.767
H -6.255 -1.144 0.847
H -5.895 0.990 1.724
H -5.441 1.238 -0.022
H -2.707 2.771 1.404
H -4.469 2.986 1.780
H -4.017 2.784 0.075
C 3.903 0.059 -4.529
O 3.988 0.501 -3.148
C 3.805 1.863 -3.013
C 3.961 2.223 -1.502
N 2.815 2.255 -0.529
C 3.143 3.170 0.625
C 4.034 2.510 1.633
O 3.296 1.596 2.497
C 4.118 1.075 3.511
H 2.892 -0.163 -4.809
H 4.512 -0.827 -4.626
H 4.246 0.792 -5.263
H 2.839 2.232 -3.376
H 4.539 2.469 -3.522
H 4.370 3.240 -1.469
H 4.640 1.615 -0.948
H 2.018 2.657 -1.013
H 2.183 3.500 1.004
H 3.595 4.091 0.248
H 4.480 3.330 2.247
H 4.917 1.968 1.236
H 4.970 0.424 3.124
H 3.451 0.530 4.205
H 4.585 1.889 4.133
*
```



# 2
The following is a DFT calculation (ωB97M-V/def2-TZVPD) of a molecular structure, C12H5F6I2N2O7PdS2.

Calculated values
Orbital gap (alpha / beta) in eV: 7.0389 / 7.0375
F_max in eV Å⁻¹: 0.8
Energy above the lowest of the compared OMol25 structures with the same formula, charge and spin in eV: 1.1906
Total energy in eV: -87495.058
LUMO level (alpha / beta) in Ha: 0.0564 / 0.0562

Geometry as ORCA input:
```
! wB97M-V def2-TZVPD RIJCOSX def2/J DEFGRID3
* xyz -1 1
Pd 0.127 -0.921 0.443
I -4.758 -1.375 -0.270
C -3.528 0.152 -0.956
C -4.104 1.297 -1.538
C -3.334 2.337 -1.969
I -4.279 4.020 -2.774
C -1.918 2.279 -1.855
C -1.019 3.306 -2.219
C 0.322 3.127 -2.041
C 0.788 1.903 -1.522
N -0.015 0.930 -1.186
C -1.351 1.108 -1.313
C -2.165 0.032 -0.822
O -1.597 -1.039 -0.323
H -5.181 1.347 -1.622
H -1.407 4.232 -2.623
H 1.028 3.904 -2.298
H 1.849 1.714 -1.402
F -0.583 -3.378 1.828
C 0.625 -3.914 1.806
F 0.491 -5.227 1.576
F 1.220 -3.748 2.976
S 1.676 -3.248 0.416
O 0.759 -2.968 -0.680
O 2.706 -4.215 0.230
N 2.157 -1.846 1.050
S 3.346 -1.082 0.273
O 2.931 -0.537 -0.985
O 4.610 -1.738 0.372
C 3.436 0.365 1.425
F 4.427 1.161 0.998
F 2.306 1.068 1.411
F 3.706 -0.010 2.668
O -1.105 0.733 1.625
C -0.819 0.240 2.748
O -0.080 -0.741 2.924
H -1.268 0.731 3.631
*
```



# 3
The following is a DFT calculation (ωB97M-V/def2-TZVPD) of a molecular structure, C12H6N3O9Ta in a non-equilibrium geometry.

Calculated values
Orbital gap in eV: 7.3759
F_max in eV Å⁻¹: 6.0
Total energy in eV: -36975.261
LUMO level in Ha: -0.3467

Geometry as ORCA input:
```
! wB97M-V def2-TZVPD RIJCOSX def2/J DEFGRID3
* xyz 2 1
Ta 0.054 0.190 -0.325
O 2.684 -5.415 -0.531
C 2.213 -4.110 -0.539
C 2.940 -2.992 -0.084
C 2.338 -1.735 -0.154
N 1.160 -1.543 -0.774
C 0.438 -2.607 -1.251
C 0.929 -3.915 -1.179
C -0.885 -2.239 -1.644
O -1.716 -2.935 -2.206
O -1.215 -0.897 -1.301
C 2.857 -0.477 0.424
O 3.968 -0.218 0.855
O 1.824 0.483 0.396
H 3.465 -5.596 0.050
H 3.901 -3.172 0.453
H 0.291 -4.722 -1.490
O -3.320 3.585 2.682
C -2.916 4.168 1.554
O -3.248 5.287 1.252
C -1.952 3.521 0.611
C -1.566 4.128 -0.569
N -0.792 3.275 -1.316
N -0.603 2.054 -0.698
C -1.362 2.180 0.576
C -1.483 1.158 1.638
O -2.069 1.358 2.660
O -0.866 -0.071 1.348
H -2.884 2.635 2.704
H -1.717 5.147 -0.881
H -0.467 3.475 -2.263
*
```



# 4
The following is a DFT calculation (ωB97M-V/def2-TZVPD) of 2 unconnected molecules or ions with the total composition C12H6N5O9 in a non-equilibrium geometry.

Calculated values
Orbital gap in eV: 4.9893
F_max in eV Å⁻¹: 2.6
Energy above the lowest of the compared OMol25 structures with the same formula, charge and spin in eV: 0.2229
Total energy in eV: -38407.895
LUMO level in Ha: 0.0083

Geometry as ORCA input:
```
! wB97M-V def2-TZVPD RIJCOSX def2/J DEFGRID3
* xyz -1 1
O 0.847 0.411 -0.665
C 0.906 -0.416 -1.606
C 1.530 -0.079 -2.891
C 1.385 -0.863 -3.998
C 0.680 -2.089 -3.916
N 0.467 -2.866 -5.088
O -0.181 -3.934 -4.980
O 0.925 -2.456 -6.181
C 0.178 -2.539 -2.669
C 0.334 -1.767 -1.551
H 2.074 0.861 -2.923
H 1.808 -0.564 -4.956
H -0.330 -3.498 -2.623
H -0.001 -2.133 -0.586
O 0.253 2.357 5.799
N -0.247 2.830 4.762
O -0.645 4.015 4.685
C -0.379 2.019 3.565
C -0.930 2.566 2.401
C -1.065 1.793 1.218
N -1.788 2.337 0.094
O -2.197 3.518 0.178
O -2.008 1.613 -0.900
C -0.618 0.456 1.147
C -0.061 -0.070 2.301
N 0.219 -1.412 2.616
O 0.247 -2.429 1.940
O 0.425 -1.458 3.996
N 0.328 -0.206 4.561
C 0.044 0.627 3.525
H -1.306 3.586 2.407
H -0.891 -0.207 0.340
*
```



# 5
The following is a DFT calculation (ωB97M-V/def2-TZVPD) of 28 unconnected molecules or ions with the total composition C12H77F4NO35S in a non-equilibrium geometry.

Calculated values
Orbital gap in eV: 9.1955
F_max in eV Å⁻¹: 6.6
Total energy in eV: -108548.680
LUMO level in Ha: -0.0114

Geometry as ORCA input:
```
! wB97M-V def2-TZVPD RIJCOSX def2/J DEFGRID3
* xyz 0 1
C 6.823 -1.991 0.229
C 5.421 -2.085 -0.213
O 4.999 -0.858 -0.769
C 3.844 -0.944 -1.543
C 2.990 0.240 -1.286
O 1.772 -0.182 -0.639
C 0.969 0.831 -0.349
O -0.341 0.550 -0.587
C -1.098 -0.228 0.345
C -0.590 -1.631 0.575
C -1.550 -2.336 1.502
O -0.940 -2.928 2.654
C -0.112 -3.895 2.459
F 1.109 -3.464 2.349
F -0.137 -4.676 3.479
F -0.363 -4.598 1.414
O -0.219 -2.325 -0.578
C -1.044 -2.179 -1.714
N -2.404 -2.629 -1.604
C -0.392 -3.003 -2.794
O 0.113 -2.203 -3.813
C 1.165 -1.380 -3.357
S 1.484 1.464 1.322
O 2.599 2.213 1.143
O 1.568 0.501 2.291
F 0.416 2.501 1.730
H 7.260 -2.950 0.246
H 7.421 -1.409 -0.426
H 6.899 -1.619 1.206
H 5.337 -2.876 -0.927
H 4.831 -2.336 0.637
H 4.091 -1.010 -2.582
H 3.318 -1.829 -1.286
H 2.727 0.686 -2.222
H 3.553 0.888 -0.662
H 1.233 1.631 -1.000
H -1.266 0.238 1.280
H -2.065 -0.288 -0.082
H 0.303 -1.537 1.137
H -2.170 -3.031 0.997
H -2.158 -1.557 1.859
H -1.054 -1.188 -2.109
H -2.417 -3.600 -1.326
H -2.946 -2.127 -0.918
H 0.418 -3.541 -2.351
H -1.055 -3.730 -3.182
H 0.741 -0.502 -2.945
H 1.730 -1.831 -2.574
H 1.784 -1.054 -4.148
O 4.358 -5.678 1.094
H 3.419 -5.483 1.150
H 4.402 -6.561 0.710
O 3.676 3.924 3.984
H 4.465 4.250 3.539
H 3.366 3.208 3.420
O -2.150 3.473 3.320
H -1.729 3.871 4.098
H -1.409 3.210 2.766
O 9.415 -2.307 1.574
H 10.043 -1.575 1.631
H 9.514 -2.780 2.407
O 5.831 -6.895 3.275
H 5.369 -6.258 2.716
H 5.624 -6.630 4.176
O -4.464 -2.541 2.233
H -4.903 -2.249 3.041
H -3.600 -2.832 2.539
O -0.710 2.210 5.656
H 0.079 2.542 5.206
H -1.048 1.511 5.073
O -3.175 0.335 2.774
H -3.549 1.119 3.206
H -3.952 -0.176 2.511
O -2.109 3.003 -0.956
H -1.995 2.907 -1.909
H -1.568 2.294 -0.589
O -5.551 2.320 2.593
H -4.668 2.725 2.511
H -6.078 2.997 3.034
O -3.588 2.257 -3.732
H -4.016 2.663 -2.968
H -4.300 1.775 -4.169
O -3.009 -2.098 -4.638
H -3.239 -2.215 -3.704
H -2.100 -1.773 -4.616
O -7.593 4.576 3.701
H -7.961 5.354 4.129
H -8.361 4.068 3.412
O 9.901 0.440 1.643
H 9.407 1.074 1.115
H 9.734 0.703 2.553
O -9.756 2.442 2.513
H -10.259 2.128 3.272
H -9.532 1.643 2.025
O -3.987 -4.776 -5.260
H -4.591 -4.725 -6.006
H -3.594 -3.892 -5.203
O -2.960 3.902 -5.984
H -2.217 4.508 -5.903
H -2.955 3.396 -5.155
O -4.025 5.302 -8.376
H -3.719 4.753 -7.639
H -3.301 5.914 -8.541
O -5.808 4.936 -10.978
H -6.522 5.499 -10.663
H -5.095 5.085 -10.345
O 5.150 -2.435 3.106
H 4.617 -1.781 3.568
H 4.535 -3.152 2.915
O 0.284 1.434 -4.248
H 0.847 1.944 -4.839
H -0.459 1.161 -4.799
O -1.679 5.703 0.650
H -2.559 6.055 0.821
H -1.839 4.855 0.218
O 0.500 4.710 6.156
H 1.294 5.255 6.149
H 0.568 4.199 6.969
O 4.073 -4.851 4.367
H 3.569 -4.532 5.125
H 3.463 -5.448 3.918
O 0.748 -0.229 6.498
H 0.355 0.535 6.052
H 0.735 0.014 7.428
O 2.545 0.468 -5.475
H 3.127 0.947 -6.076
H 1.809 0.188 -6.030
O -6.161 2.553 -0.506
H -6.346 2.533 0.443
H -5.233 2.803 -0.549
*
```



# 6
The following is a DFT calculation (ωB97M-V/def2-TZVPD) of a molecular structure, C12H7AuN5OS2.

Calculated values
Orbital gap in eV: 6.1054
F_max in eV Å⁻¹: 0.6
Energy above the lowest of the compared OMol25 structures with the same formula, charge and spin in eV: 0.0000
Total energy in eV: -47408.015
LUMO level in Ha: -0.1920

Geometry as ORCA input:
```
! wB97M-V def2-TZVPD RIJCOSX def2/J DEFGRID3
* xyz 1 1
Au -0.006 0.000 -0.152
O 1.966 0.018 -0.159
N 2.538 1.249 -0.045
C 3.888 1.239 -0.048
C 4.565 2.419 0.070
C 3.839 3.608 0.193
C 2.465 3.581 0.192
C 1.794 2.361 0.068
S 0.053 2.245 0.043
H 4.333 0.260 -0.147
H 5.644 2.409 0.066
H 4.357 4.552 0.287
H 1.880 4.485 0.282
S -4.373 -0.691 -0.756
C -4.092 -0.103 0.820
C -2.777 0.155 1.005
N -2.017 -0.115 -0.111
C -2.737 -0.570 -1.116
H -4.892 0.011 1.531
H -2.304 0.518 1.902
H -2.310 -0.873 -2.059
N 0.006 -1.974 -0.511
C -0.032 -3.020 0.024
C -0.177 -4.238 0.590
C -1.508 -4.653 0.877
N -2.609 -4.926 1.067
C 0.970 -5.020 0.899
N 1.912 -5.637 1.130
*
```



Please write out number 3 again, unchanged.
The following is a DFT calculation (ωB97M-V/def2-TZVPD) of a molecular structure, C12H6N3O9Ta in a non-equilibrium geometry.

Calculated values
Orbital gap in eV: 7.3759
F_max in eV Å⁻¹: 6.0
Total energy in eV: -36975.261
LUMO level in Ha: -0.3467

Geometry as ORCA input:
```
! wB97M-V def2-TZVPD RIJCOSX def2/J DEFGRID3
* xyz 2 1
Ta 0.054 0.190 -0.325
O 2.684 -5.415 -0.531
C 2.213 -4.110 -0.539
C 2.940 -2.992 -0.084
C 2.338 -1.735 -0.154
N 1.160 -1.543 -0.774
C 0.438 -2.607 -1.251
C 0.929 -3.915 -1.179
C -0.885 -2.239 -1.644
O -1.716 -2.935 -2.206
O -1.215 -0.897 -1.301
C 2.857 -0.477 0.424
O 3.968 -0.218 0.855
O 1.824 0.483 0.396
H 3.465 -5.596 0.050
H 3.901 -3.172 0.453
H 0.291 -4.722 -1.490
O -3.320 3.585 2.682
C -2.916 4.168 1.554
O -3.248 5.287 1.252
C -1.952 3.521 0.611
C -1.566 4.128 -0.569
N -0.792 3.275 -1.316
N -0.603 2.054 -0.698
C -1.362 2.180 0.576
C -1.483 1.158 1.638
O -2.069 1.358 2.660
O -0.866 -0.071 1.348
H -2.884 2.635 2.704
H -1.717 5.147 -0.881
H -0.467 3.475 -2.263
*
```